DFT (wB97M-V/def2-TZVPD) results for C33H35O7PPtSi as an isolated structure.

Summary:
**HOMO-LUMO gap (alpha / beta)**: 5.39 / 5.42 eV
**Net charge**: -2
**E_LUMO (alpha / beta)**: 3.75 / 3.75 eV

The geometry in XYZ format:
```
78
C33H35O7PPtSi, DFT wB97M-V/def2-TZVPD
Pt -0.01947 -0.11157 -0.17342
O 3.19650 -4.26534 3.68139
C 2.51454 -3.53733 2.95751
C 1.95033 -2.21756 3.35005
O 1.94608 -1.71467 4.47581
C 1.37992 -1.64606 2.12970
C 1.29234 -2.67664 1.11516
O 0.61788 -2.51998 0.07500
C 2.11859 -3.81311 1.54856
O 2.45004 -4.79240 0.87807
O 1.02270 -0.46489 1.91595
O -1.67536 4.30735 -1.60987
C -1.65289 3.55712 -0.64217
O -0.78875 2.66414 -0.37822
C -2.71057 3.64057 0.43131
C -3.62407 4.67947 0.49414
C -4.52054 4.74600 1.54449
C -4.47930 3.76646 2.52663
C -3.57545 2.72171 2.45527
C -2.67836 2.63390 1.39236
P -1.34355 1.36252 1.21698
C -2.07911 0.24096 2.53037
C -3.36245 -0.23635 2.25590
C -4.05079 -1.01404 3.16538
C -3.44489 -1.36747 4.36119
C -2.13274 -0.99504 4.59675
C -1.45605 -0.19398 3.69295
C -0.01883 2.19779 2.16031
C -0.21316 2.72491 3.42920
C 0.85003 3.28369 4.11901
C 2.10929 3.32486 3.54514
C 2.29787 2.83599 2.26232
C 1.23825 2.28126 1.57243
H -3.59795 5.42742 -0.28292
H -5.23586 5.55569 1.61100
H -5.15260 3.81891 3.37325
H -3.58141 1.98408 3.24499
H -3.83758 0.06071 1.32631
H -5.06106 -1.34510 2.95505
H -3.99361 -1.93971 5.09861
H -1.63283 -1.32618 5.49665
H -0.43714 0.09922 3.89400
H -1.19199 2.68869 3.89097
H 0.69728 3.66951 5.12006
H 2.94371 3.73426 4.10041
H 3.28098 2.86810 1.81060
H 1.35744 1.88069 0.57022
C 1.68152 -1.97782 -2.84892
Si 0.65819 -0.38191 -2.41378
C -1.10077 -0.72785 -3.27199
C -1.07304 -1.00260 -4.77423
C -2.05017 0.43802 -3.01315
C -1.67962 -1.94554 -2.55157
C 1.71574 1.03497 -3.31575
C 0.95100 2.35247 -3.30968
C 2.10053 0.69778 -4.75778
C 2.99930 1.22526 -2.50834
H 1.65785 -2.23320 -3.90596
H 1.29079 -2.81730 -2.28688
H 2.71957 -1.85179 -2.55569
H -0.78344 -0.11070 -5.32693
H -2.06746 -1.30001 -5.11998
H -0.37857 -1.80262 -5.01944
H -1.73079 1.34109 -3.52381
H -2.08257 0.65557 -1.94426
H -3.05973 0.18949 -3.35240
H -1.08229 -2.83167 -2.74217
H -2.70624 -2.13759 -2.87581
H -1.68323 -1.77032 -1.47184
H 0.12107 2.31692 -4.00953
H 1.59968 3.18192 -3.59906
H 0.54764 2.55668 -2.32358
H 1.21855 0.59582 -5.38514
H 2.66802 -0.22864 -4.81510
H 2.71741 1.49704 -5.17934
H 2.75779 1.48061 -1.47988
H 3.61170 2.02830 -2.92843
H 3.59569 0.31524 -2.49970
```

These are the Löwdin partial charges, in e, on atoms 1 to 4: Pt 0.71; O 0.05; C -0.29; C -0.31


DFT (wB97M-V/def2-TZVPD) results for C33H36BN6O4Se2TaTe2 as an isolated structure.

Summary:
**HOMO-LUMO gap**: 5.27 eV
**Net charge**: +2
**E_LUMO**: -7.37 eV
**Relative energy (zero: lowest compared OMol25 entry of this formula, charge and spin)**: 102.5 kJ/mol

The geometry in XYZ format:
```
85
C33H36BN6O4Se2TaTe2, DFT wB97M-V/def2-TZVPD
Ta 0.37473 -0.47323 -1.46647
C -4.22042 -1.78839 -1.18669
O -4.00851 -0.46946 -1.73624
C -2.71423 -0.27290 -1.74656
N -1.90242 -1.20389 -1.38154
C -2.80838 -2.39704 -1.05900
C -2.65566 -3.19930 0.21953
C -3.79603 -3.71241 0.84104
C -3.69013 -4.55732 1.93598
C -2.44383 -4.91597 2.42562
C -1.30655 -4.43625 1.79689
C -1.41742 -3.59777 0.70022
C -2.27250 1.02110 -2.27517
C -3.11633 2.01993 -2.74596
C -2.54623 3.13363 -3.33305
C -1.16021 3.20851 -3.48445
C -0.40634 2.17057 -2.98941
N -0.95490 1.11521 -2.36317
C 1.04306 1.98250 -3.16568
N 1.59699 0.91271 -2.71265
C 3.02935 0.94081 -3.15349
C 3.13842 2.33259 -3.81409
O 1.76020 2.84201 -3.82719
C 4.04651 0.65166 -2.08129
C 4.49218 -0.65856 -1.92899
C 5.42983 -0.97447 -0.95515
C 5.93644 0.02116 -0.13377
C 5.50423 1.33249 -0.28691
C 4.56410 1.64627 -1.25401
H -4.86449 -2.33067 -1.87344
H -4.71891 -1.64889 -0.23082
H -2.63760 -3.08322 -1.88962
H -4.79087 -3.49717 0.47465
H -4.58874 -4.94289 2.39798
H -2.36288 -5.57460 3.27961
H -0.32547 -4.72039 2.15548
H -0.52423 -3.25087 0.21605
H -4.18697 1.90126 -2.66292
H -3.17411 3.92897 -3.71076
H -0.68415 4.03826 -3.98769
H 3.09624 0.17067 -3.92505
H 3.47732 2.28719 -4.84412
H 3.72667 3.05676 -3.26025
H 4.11490 -1.43410 -2.58779
H 5.78419 -1.99192 -0.85723
H 6.68342 -0.21737 0.61205
H 5.90725 2.11532 0.34239
H 4.24869 2.67870 -1.34314
Se 1.68707 -2.38981 -0.69655
Te 1.94647 -4.35020 -2.28679
Te -0.39062 -3.90379 -3.49952
Se 0.24125 -1.50157 -3.85322
N 3.81515 0.68755 2.92200
C 3.00762 1.18250 1.97060
C 2.42187 0.32475 1.00622
N 1.60419 0.78608 0.07929
C 1.34316 2.11202 0.08998
C 1.93796 2.93432 1.02165
N 2.76745 2.49255 1.95911
H 4.02399 -0.29154 2.98834
H 4.20728 1.31864 3.60048
H 2.63933 -0.73511 1.02109
H 0.61844 2.51462 -0.60604
H 1.71788 3.99542 1.01609
C -0.29657 0.57110 3.86373
C -1.25655 0.04071 2.81045
C -2.14635 -1.02430 3.42424
O -0.43255 -0.61433 1.79017
B -0.72246 -0.10748 0.57281
O -1.64309 0.91238 0.61478
C -2.03187 1.15777 2.00416
C -1.61151 2.58136 2.33110
C -3.54640 1.04587 2.06681
H 0.23405 -0.26817 4.31187
H -0.83199 1.09192 4.65761
H 0.43831 1.25467 3.43927
H -1.51975 -1.78097 3.89327
H -2.76455 -1.52031 2.67942
H -2.79243 -0.59693 4.19090
H -0.53686 2.72136 2.23015
H -1.89279 2.84856 3.34944
H -2.11812 3.26809 1.65256
H -3.89065 0.07090 1.72297
H -3.99032 1.81596 1.43565
H -3.91225 1.19619 3.08219
```

These are the Löwdin partial charges, in e, on atoms 1 to 4: Ta 1.18; C -0.04; O 0.08; C -0.35


DFT (wB97M-V/def2-TZVPD) results for C33H36Cl5NOP2S4Ta as an isolated structure.

Summary:
**HOMO-LUMO gap**: 6.31 eV
**Net charge**: +1
**E_LUMO**: -4.10 eV
**Relative energy (zero: lowest compared OMol25 entry of this formula, charge and spin)**: 140.1 kJ/mol

The geometry in XYZ format:
```
83
C33H36Cl5NOP2S4Ta, DFT wB97M-V/def2-TZVPD
Ta 0.61030 -0.46388 -1.11828
C -1.07371 3.51939 0.92482
C -1.79093 2.18978 0.68363
C -3.29171 2.32361 0.94524
P -1.36947 1.43517 -0.96703
C -1.54677 2.71149 -2.29169
C -0.33402 3.65261 -2.33166
C -2.82336 3.56210 -2.26640
C -2.67784 0.17493 -1.20373
C -3.77817 0.25769 -2.05214
C -4.68555 -0.79019 -2.13568
C -4.50394 -1.93907 -1.38266
C -3.37865 -2.06374 -0.58407
C -2.47677 -1.01689 -0.51067
N -1.24192 -1.15150 0.25102
C -1.37145 -0.97370 1.68632
C -2.61813 -0.96127 2.29508
C -2.71383 -0.84147 3.67420
C -1.57112 -0.75333 4.44951
C -0.32941 -0.75274 3.83304
C -0.21032 -0.83750 2.44942
P 1.40212 -0.73215 1.60062
C 2.23593 0.59210 2.61059
C 1.57190 1.94848 2.38403
C 3.75631 0.65546 2.45309
C 2.35313 -2.23230 2.19890
C 1.53969 -3.47093 2.57702
C 3.47999 -2.62364 1.24405
H -1.13677 3.77238 1.98450
H -0.01851 3.48919 0.65199
H -1.54710 4.32827 0.37035
H -1.39174 1.46455 1.39849
H -3.75671 3.03224 0.26030
H -3.81368 1.37193 0.85535
H -3.44403 2.69554 1.96037
H -1.52954 2.10153 -3.20125
H -0.39288 4.40190 -1.54473
H 0.61337 3.12667 -2.24353
H -0.33002 4.18090 -3.28627
H -2.76808 4.31903 -1.48457
H -2.90794 4.09091 -3.21729
H -3.73890 2.99979 -2.11281
H -3.92898 1.12669 -2.67285
H -5.53333 -0.70861 -2.80291
H -5.21175 -2.75407 -1.44952
H -3.17940 -2.98082 -0.04247
H -3.52029 -1.04684 1.70731
H -3.69134 -0.83287 4.13789
H -1.64264 -0.68205 5.52629
H 0.55741 -0.68551 4.44874
H 2.04384 0.29444 3.64385
H 1.68931 2.28320 1.35198
H 0.50530 1.91702 2.61812
H 2.03159 2.70153 3.02658
H 4.06276 0.92171 1.44385
H 4.14165 1.42486 3.12450
H 4.24057 -0.28178 2.72430
H 2.79539 -1.84766 3.12437
H 1.21255 -4.01679 1.69595
H 2.18106 -4.13616 3.15886
H 0.66425 -3.23663 3.18147
H 3.07186 -3.16680 0.39226
H 4.04751 -1.77151 0.86695
H 4.17267 -3.29168 1.75935
O -2.07744 -2.84769 -5.75110
C -1.43699 -2.22627 -4.96435
S -1.37852 -2.55194 -3.22214
C -0.35680 -1.22152 -2.77738
C 0.06633 -0.43178 -3.83584
S 1.12662 0.82581 -3.40229
S -0.44133 -0.78862 -5.44052
S -0.27166 -2.56061 -0.20046
Cl 2.75858 1.35726 -0.82398
C 3.51819 -0.10976 -1.41946
C 2.62977 -1.14922 -1.60340
C 3.16586 -2.33707 -2.09346
Cl 2.10539 -3.68020 -2.32243
C 4.52286 -2.46254 -2.36558
Cl 5.14995 -3.93968 -2.95995
C 5.38177 -1.37853 -2.13690
Cl 7.05524 -1.52538 -2.45345
C 4.87870 -0.17003 -1.65001
Cl 5.89373 1.17475 -1.34969
```

These are the Löwdin partial charges, in e, on atoms 1 to 4: Ta 1.16; C -0.11; C -0.50; C -0.08


DFT (wB97M-V/def2-TZVPD) results for a 5-piece molecular cluster, C33H36ClF4NO3 overall.

Summary:
**HOMO-LUMO gap**: 9.49 eV
**E_LUMO**: 0.32 eV
**Structure (SMILES)**: NCC[C@]1(CCCCl)C(=O)OC[C@@H]1O.Fc1ccccc1.Fc1ccccc1.Fc1ccccc1.Fc1ccccc1

The geometry in XYZ format:
```
78
C33H36ClF4NO3, DFT wB97M-V/def2-TZVPD
N 2.85509 -3.57304 5.56747
C 1.77214 -2.60799 5.41215
C 2.25691 -1.16829 5.49737
C 3.13645 -0.63129 4.33846
C 2.42968 -0.85530 2.98251
C 2.95013 -1.88800 1.98309
C 4.24650 -1.48000 1.28727
Cl 4.24727 -1.94725 -0.44314
C 4.55751 -1.17610 4.45874
O 5.00068 -2.20413 4.03062
O 5.34741 -0.29228 5.11410
C 4.57122 0.83301 5.56297
C 3.42358 0.86814 4.56908
O 2.30607 1.60279 5.00965
H 3.56067 -3.47897 4.84527
H 2.48882 -4.51479 5.49893
H 1.16856 -2.74356 4.50496
H 1.09650 -2.75892 6.25640
H 2.76548 -1.03865 6.45489
H 1.38143 -0.51632 5.51023
H 1.40086 -1.12144 3.20047
H 2.37696 0.10502 2.45932
H 3.07710 -2.86530 2.44761
H 2.17799 -2.00181 1.22359
H 4.38075 -0.39934 1.30782
H 5.11917 -1.94185 1.73010
H 4.23400 0.65668 6.58353
H 5.21168 1.71065 5.53691
H 3.81673 1.27285 3.63067
H 2.20428 2.38350 4.46245
F -0.44834 -1.80851 1.78657
C -1.37924 -0.82277 1.79150
C -1.29398 0.16262 2.75594
C -2.22529 1.19011 2.72374
C -3.21750 1.21038 1.75438
C -3.28526 0.19553 0.81105
C -2.35525 -0.83527 0.81919
H -0.50823 0.13297 3.49909
H -2.15975 1.99035 3.44896
H -3.92652 2.02660 1.72402
H -4.05461 0.20559 0.05011
H -2.37854 -1.62451 0.08180
F -1.09301 3.37257 0.91036
C -0.69754 3.18651 -0.36752
C 0.29024 2.25496 -0.61700
C 0.68097 2.04667 -1.93205
C 0.08706 2.76170 -2.96352
C -0.90522 3.68937 -2.67867
C -1.31018 3.91065 -1.36931
H 0.72475 1.70141 0.20477
H 1.44934 1.31599 -2.14933
H 0.39318 2.59897 -3.98713
H -1.37126 4.24455 -3.48291
H -2.08514 4.62317 -1.12189
F -4.20806 -2.49616 -1.39479
C -3.50098 -3.13206 -2.35619
C -2.42314 -3.90699 -1.97879
C -1.69618 -4.54806 -2.97209
C -2.05306 -4.40898 -4.30608
C -3.14420 -3.62346 -4.65151
C -3.88214 -2.97294 -3.67262
H -2.16611 -4.00231 -0.93244
H -0.84633 -5.15904 -2.69808
H -1.48209 -4.91201 -5.07461
H -3.42584 -3.51341 -5.69056
H -4.73546 -2.35458 -3.91458
F -0.08128 3.76089 -6.07322
C -1.33543 3.50652 -6.50799
C -2.17588 4.57202 -6.75836
C -3.46609 4.30131 -7.19241
C -3.89024 2.99103 -7.36502
C -3.01962 1.94224 -7.10272
C -1.72557 2.19278 -6.66867
H -1.81979 5.58305 -6.61561
H -4.14151 5.12165 -7.39660
H -4.89729 2.78788 -7.70310
H -3.34699 0.91930 -7.23425
H -1.02904 1.39366 -6.45534
```

These are the Löwdin partial charges, in e, on atoms 1 to 4: N 0.02; C -0.27; C -0.11; C -0.28